{
  "formula": "C4H6NO2",
  "method": "ωB97M-V/def2-TZVPD",
  "charge": 1,
  "homo_lumo_gap_ha": 0.278,
  "largest_force_ha_per_bohr": 0.09299,
  "e_homo_ev": -15.16,
  "de_lowest_kcal_mol": 117.9,
  "elements": ["C", "C", "C", "C", "N", "O", "O", "H", "H", "H", "H", "H", "H"],
  "coordinates": [[1.29038, 0.77159, 1.30161], [0.58637, 1.17895, 0.19396], [1.60678, -0.59431, 1.68701], [-1.81427, -0.69101, -1.61797], [-0.12462, 0.22701, -0.32501], [0.88935, -1.41465, 2.16008], [-1.08751, 0.41948, -1.16133], [1.51905, 1.56129, 2.08379], [0.47970, 2.23352, -0.19533], [2.54746, -0.88187, 1.23707], [-1.42610, -0.91527, -2.65492], [-2.94189, -0.44139, -1.67720], [-1.52471, -1.45336, -1.03177]],
  "forces_ev_per_angstrom": [[-1.1043, 2.5584, 1.6223], [-0.0417, 3.2219, -0.8169], [-0.2895, -1.5223, -1.3458], [-1.7941, 0.8439, -3.5445], [-1.9858, -4.1100, -1.4250], [-0.5211, 0.1158, 0.7856], [2.1128, 3.6668, 1.4779], [0.3789, -0.7345, -1.2484], [0.2108, -1.0224, 0.8597], [1.2614, -0.1091, 0.1227], [-0.5828, 0.4139, 0.9204], [2.0886, -0.2995, 0.4249], [0.2668, -3.0230, 2.1673]],
  "mulliken_charge": [-0.114, -0.118, 0.046, -0.462, 0.031, -0.334, -0.045, 0.380, 0.420, 0.333, 0.284, 0.243, 0.337]
}